Entry 1:
{
  "formula": "C13H15MoN6S4Sb",
  "method": "the ωB97M-V functional and the def2-TZVPD basis",
  "e_homo_ev": [-7.7, -7.9],
  "spin_multiplicity": 3,
  "s2": 2.0742,
  "elements": ["Mo", "S", "Sb", "S", "S", "S", "C", "N", "C", "C", "N", "N", "C", "N", "N", "H", "H", "H", "H", "H", "H", "H", "H", "H", "H", "H", "N", "C", "C", "C", "C", "C", "C", "C", "C", "C", "H", "H", "H", "H"],
  "xyz": [[0.8839, 2.0595, -1.6675], [3.3670, 5.2597, -4.8481], [2.4099, 3.8418, -3.5037], [3.0860, 1.6978, -2.6133], [-0.0310, 2.8100, -3.6363], [1.7618, 4.5327, -1.3898], [-3.8463, 2.1087, -0.4454], [-2.8227, 1.5616, 0.5323], [-3.4643, 1.0620, 1.7907], [-1.4867, 1.7715, 0.3320], [-1.0277, 2.4352, -0.7093], [-0.6227, 1.1586, 1.2014], [0.7264, 1.4549, 1.4471], [1.1089, 1.4070, 2.7017], [1.4363, 2.0090, 0.5296], [-4.5133, 1.2612, -0.7781], [-3.4653, 2.4637, -1.3939], [-4.5354, 2.7938, -0.0280], [-4.1988, 1.7700, 2.1476], [-2.6842, 0.9588, 2.5311], [-4.0541, 0.1599, 1.4848], [-1.7665, 2.8997, -1.1911], [-0.9980, 0.5362, 1.8856], [0.3474, 1.1458, 3.3664], [2.0537, 1.0878, 2.9225], [2.3511, 2.4038, 0.8249], [2.1031, -7.2586, 1.7543], [2.0168, -6.2769, 1.1512], [1.7577, -5.0442, 0.4622], [2.7926, -4.0776, 0.1981], [2.4610, -2.8971, -0.4518], [1.1066, -2.5588, -0.7935], [0.0917, -3.4964, -0.4797], [0.4202, -4.6980, 0.1583], [0.7810, -1.2896, -1.4716], [0.6858, -0.0702, -1.5337], [3.8515, -4.2691, 0.4118], [3.2311, -2.1175, -0.6677], [-0.9599, -3.2443, -0.6806], [-0.3548, -5.3524, 0.4493]],
  "lowdin_spin": [1.827, 0.095, 0.075, 0.021, -0.152, -0.027, 0.001, 0.010, 0.001, 0.018, 0.025, 0.007, 0.003, 0.001, 0.010, 0.000, 0.000, 0.000, 0.000, 0.000, 0.000, 0.002, 0.000, 0.000, 0.000, 0.003, 0.004, 0.001, 0.007, -0.002, 0.008, 0.007, 0.009, -0.002, 0.067, -0.020, 0.000, 0.000, 0.001, 0.000]
}

Entry 2:
{
  "formula": "C13H15N2OReS3",
  "method": "the ωB97M-V functional and the def2-TZVPD basis",
  "e_homo_ev": [-10.4, -10.5],
  "charge": 1,
  "spin_multiplicity": 2,
  "s2": 0.8206,
  "elements": ["Re", "S", "C", "C", "C", "C", "C", "C", "S", "H", "H", "H", "H", "C", "O", "H", "H", "H", "C", "C", "C", "C", "N", "C", "S", "N", "C", "H", "H", "H", "H", "H", "H", "H", "H"],
  "xyz": [[0.3238, -0.5382, -1.1202], [1.2896, 0.4669, 0.7045], [2.8583, 1.0459, 0.1752], [3.7221, 1.6512, 1.0842], [4.9006, 2.2216, 0.6396], [5.2154, 2.2121, -0.7179], [4.3813, 1.5833, -1.6201], [3.2096, 0.9662, -1.1760], [2.2113, 0.1018, -2.3137], [3.4585, 1.6732, 2.1340], [5.5683, 2.6868, 1.3518], [6.1126, 2.6994, -1.0749], [4.6095, 1.5655, -2.6784], [0.5092, -3.1067, -2.8459], [-0.0633, -2.0649, -2.0902], [0.5457, -4.0236, -2.2541], [1.5233, -2.8547, -3.1677], [-0.1081, -3.2904, -3.7258], [-4.8088, 1.2412, 2.0869], [-3.7215, 0.5551, 1.3418], [-3.1869, -0.6559, 1.6894], [-2.1109, -1.1745, 0.9514], [-1.6030, -0.4814, -0.0709], [-2.1433, 0.6974, -0.4439], [-1.4322, 1.5118, -1.7171], [-3.2060, 1.1823, 0.2536], [-1.5170, -2.4996, 1.2651], [-5.1506, 0.6306, 2.9167], [-5.6537, 1.4614, 1.4320], [-4.4389, 2.1900, 2.4821], [-3.5809, -1.1970, 2.5357], [-3.5739, 2.0769, -0.0438], [-1.4233, -2.6411, 2.3411], [-0.5444, -2.6053, 0.7899], [-2.1725, -3.2873, 0.8856]],
  "lowdin_spin": [0.840, -0.005, -0.002, 0.005, 0.001, 0.000, 0.006, -0.004, 0.003, 0.000, 0.000, 0.000, 0.000, 0.011, 0.099, 0.000, 0.004, -0.001, 0.002, 0.009, 0.000, 0.013, 0.017, 0.008, -0.016, 0.000, 0.005, 0.000, 0.000, 0.000, 0.000, 0.000, 0.000, 0.004, 0.001]
}

Entry 3:
{
  "formula": "C13H15N3",
  "method": "the ωB97M-V functional and the def2-TZVPD basis",
  "e_homo_ev": -7.9,
  "smiles": "Cc1c[nH]c2ccccc12.Cc1c[nH]cn1",
  "elements": ["C", "C", "C", "C", "N", "N", "H", "H", "H", "H", "H", "H", "C", "C", "C", "C", "C", "C", "C", "C", "C", "N", "H", "H", "H", "H", "H", "H", "H", "H", "H"],
  "xyz": [[-3.4485, -1.1119, 1.1091], [-0.9721, -0.8839, 1.6736], [-2.0470, -1.5984, 1.2261], [-0.2995, -2.9835, 1.2292], [0.1863, -1.7559, 1.7461], [-1.6427, -2.8732, 0.9091], [-1.0458, 0.1467, 2.0351], [1.0990, -1.3494, 1.7985], [-3.4622, -0.1713, 0.4102], [-3.7287, -0.5752, 2.0719], [0.3294, -3.7232, 0.9626], [-4.2528, -1.7387, 0.7395], [0.1622, 3.5210, -0.5773], [0.9082, 1.1301, -0.9384], [0.8319, 2.3658, -0.1450], [1.5971, 0.0789, -0.1840], [1.6118, 2.0118, 1.0415], [0.5466, -0.3895, -2.6211], [1.4225, -1.3940, -2.0639], [0.1531, 0.8169, -1.9890], [1.8297, -1.2689, -0.7596], [2.1128, 0.7410, 0.9401], [0.0076, -0.6018, -3.5696], [1.6913, -2.2564, -2.6671], [-0.5670, 1.5314, -2.6100], [2.4517, -1.9906, -0.3775], [0.1032, 3.5078, -1.7922], [0.6522, 4.4709, -0.5908], [1.9716, 2.6708, 1.7866], [2.6933, 0.1705, 1.6130], [-0.8952, 3.5021, -0.4065]],
  "lowdin_charge": [-0.063, -0.068, -0.399, -0.127, 0.054, 0.083, 0.115, 0.084, 0.100, 0.087, 0.064, 0.063, -0.091, -0.193, -0.226, -0.164, -0.037, -0.083, -0.092, -0.063, -0.036, 0.022, 0.098, 0.100, 0.153, 0.071, 0.127, 0.069, 0.096, 0.177, 0.077]
}